i:
{
  "formula": "C20H20N2O2",
  "method": "wB97M-V/def2-TZVPD",
  "species": ["C", "C", "C", "N", "C", "C", "C", "C", "C", "C", "C", "C", "C", "H", "H", "H", "H", "H", "H", "H", "H", "H", "H", "H", "H", "H", "H", "H", "H", "C", "C", "C", "C", "C", "C", "C", "O", "N", "C", "O", "H", "H", "H", "H"],
  "coordinates": [[3.677, -2.347, 2.256], [3.038, -2.605, 0.890], [1.612, -3.139, 1.008], [0.797, -2.285, 1.900], [-0.306, -1.716, 1.482], [-1.077, -0.773, 2.276], [-0.490, 0.354, 2.914], [-1.252, 1.162, 3.755], [-2.612, 0.889, 3.957], [-3.215, -0.184, 3.285], [-2.464, -0.993, 2.437], [1.384, -2.135, 3.251], [2.771, -1.511, 3.158], [3.885, -3.307, 2.746], [4.633, -1.833, 2.122], [3.013, -1.668, 0.319], [3.640, -3.320, 0.320], [1.117, -3.185, 0.033], [1.649, -4.142, 1.458], [-0.671, -2.009, 0.484], [0.567, 0.581, 2.741], [-0.780, 2.005, 4.265], [-3.202, 1.514, 4.628], [-4.278, -0.389, 3.425], [-2.909, -1.833, 1.898], [0.734, -1.554, 3.909], [1.493, -3.150, 3.664], [3.200, -1.421, 4.162], [2.684, -0.494, 2.753], [-3.112, -2.517, -6.431], [-3.014, -3.269, -5.243], [-2.448, -2.665, -4.119], [-1.994, -1.369, -4.153], [-2.082, -0.599, -5.314], [-2.646, -1.183, -6.466], [-1.435, -1.052, -2.782], [-0.938, 0.028, -2.469], [-1.583, -2.180, -1.986], [-2.187, -3.195, -2.725], [-2.473, -4.331, -2.360], [-3.547, -2.961, -7.330], [-3.365, -4.299, -5.181], [-1.714, 0.426, -5.307], [-2.727, -0.608, -7.392]]
}

ii:
{
  "formula": "C20H20N2O2",
  "method": "wB97M-V/def2-TZVPD",
  "species": ["O", "C", "C", "C", "C", "C", "C", "C", "C", "C", "C", "C", "C", "C", "C", "C", "N", "C", "C", "C", "C", "O", "N", "C", "H", "H", "H", "H", "H", "H", "H", "H", "H", "H", "H", "H", "H", "H", "H", "H", "H", "H", "H", "H"],
  "coordinates": [[1.247, -0.125, 1.033], [0.292, -0.668, 0.523], [-0.206, -1.998, 0.957], [-1.547, -2.156, 1.228], [-2.051, -3.376, 1.694], [-1.216, -4.443, 1.869], [0.162, -4.331, 1.594], [1.036, -5.425, 1.766], [2.371, -5.304, 1.501], [2.889, -4.081, 1.049], [2.069, -3.002, 0.869], [0.688, -3.090, 1.142], [-0.454, -0.029, -0.636], [0.434, -0.122, -1.884], [-0.247, 0.606, -3.037], [-0.550, 2.048, -2.640], [-1.407, 2.053, -1.469], [-1.978, 3.356, -1.176], [-0.964, 4.394, -0.810], [-0.394, 4.651, 0.467], [0.510, 5.637, 0.220], [0.494, 5.949, -1.078], [-0.418, 5.173, -1.707], [-0.740, 1.446, -0.336], [-2.221, -1.320, 1.117], [-3.105, -3.462, 1.913], [-1.598, -5.389, 2.225], [0.625, -6.364, 2.110], [3.034, -6.146, 1.637], [3.945, -3.998, 0.841], [2.478, -2.064, 0.527], [-1.393, -0.549, -0.835], [0.610, -1.170, -2.140], [1.399, 0.344, -1.668], [0.394, 0.596, -3.920], [-1.183, 0.102, -3.283], [-1.075, 2.558, -3.450], [0.397, 2.585, -2.459], [-2.518, 3.689, -2.065], [-2.687, 3.235, -0.352], [-0.627, 4.180, 1.398], [1.193, 6.176, 0.845], [-1.399, 1.518, 0.535], [0.215, 1.940, -0.087]],
  "smiles": "O=C(c1cccc2ccccc12)[C@@H]1CCCN(Cc2ccon2)C1"
}

Stability summary: most stable i, least stable ii.

i:
{
  "formula": "C3H7NO2",
  "method": "wB97M-V/def2-TZVPD",
  "species": ["O", "C", "O", "C", "C", "N", "H", "H", "H", "H", "H", "H", "H"],
  "coordinates": [[1.530, 0.084, -1.813], [0.583, 0.295, -1.112], [0.321, 1.631, -0.832], [-0.089, -0.637, -0.188], [0.515, -0.379, 1.282], [-1.519, -0.331, -0.248], [0.415, 2.154, -1.643], [0.135, -1.676, -0.445], [0.778, -1.361, 1.657], [1.315, 0.328, 1.215], [-0.326, 0.014, 1.876], [-1.911, -0.791, 0.577], [-1.747, 0.669, -0.325]],
  "charge": 1,
  "s2": 0.75,
  "multiplicity": 2
}

ii:
{
  "formula": "C3H7NO2",
  "method": "wB97M-V/def2-TZVPD",
  "species": ["O", "C", "C", "H", "H", "H", "H", "C", "N", "O", "H", "H", "H"],
  "coordinates": [[0.756, -1.606, -0.628], [0.925, -0.461, -0.937], [2.137, 0.061, -1.625], [0.131, 0.272, -0.668], [2.749, 0.854, -1.197], [2.847, -0.718, -1.923], [1.721, 0.661, -2.447], [-1.988, 0.487, 1.051], [-1.921, -0.258, 2.180], [-1.948, 0.130, -0.110], [-1.935, 1.579, 1.307], [-1.719, 0.234, 3.032], [-1.756, -1.234, 1.966]],
  "charge": 1,
  "s2": 0.76,
  "multiplicity": 2
}

Stability summary: most stable i, least stable ii.

i:
{
  "formula": "C2H9N2S",
  "method": "wB97M-V/def2-TZVPD",
  "species": ["C", "C", "N", "N", "S", "H", "H", "H", "H", "H", "H", "H", "H", "H"],
  "coordinates": [[-1.240, 1.072, -0.013], [-0.154, 0.109, 0.302], [-0.352, -1.414, 0.075], [0.985, 0.506, -0.511], [2.732, -0.443, -0.370], [-0.837, 2.065, -0.069], [-1.993, 1.249, 0.790], [-1.753, 0.837, -1.011], [0.035, 0.226, 1.403], [-0.923, -1.426, -0.742], [-0.866, -2.018, 0.821], [0.566, -1.735, 0.030], [0.645, 0.660, -1.441], [3.155, 0.312, 0.736]],
  "charge": 1,
  "smiles": "C[C@@H]([NH3+])NS"
}

ii:
{
  "formula": "C2H9N2S",
  "method": "wB97M-V/def2-TZVPD",
  "species": ["N", "C", "C", "N", "S", "H", "H", "H", "H", "H", "H", "H", "H", "H"],
  "coordinates": [[-0.682, -0.999, 1.293], [0.236, -1.100, 0.175], [0.160, 0.058, -0.803], [-0.371, 1.479, 0.175], [1.706, 0.374, -1.390], [-0.111, -0.911, 2.099], [-1.359, -1.762, 1.324], [0.204, -2.159, -0.210], [1.263, -1.092, 0.358], [-0.600, 0.079, -1.637], [0.406, 2.113, 0.555], [-1.043, 1.981, -0.387], [-0.878, 1.145, 0.974], [1.069, 0.794, -2.524]],
  "charge": 1,
  "smiles": "NC[C@@H]([NH3+])S"
}

Stability summary: most stable ii, least stable i.

i:
{
  "formula": "C2HFI2O",
  "method": "wB97M-V/def2-TZVPD",
  "species": ["C", "C", "O", "F", "I", "I", "H"],
  "coordinates": [[-0.338, -0.321, 0.822], [0.455, 0.158, -0.547], [-1.135, -1.171, 0.764], [-0.266, 0.252, 2.291], [-0.534, 2.019, -0.994], [0.326, -1.329, -2.030], [1.491, 0.392, -0.307]]
}

ii:
{
  "formula": "C2HFI2O",
  "method": "wB97M-V/def2-TZVPD",
  "species": ["C", "C", "O", "F", "I", "I", "H"],
  "coordinates": [[-0.781, 0.287, 0.271], [0.578, -0.210, 0.118], [-1.058, 1.383, 0.649], [-0.070, 0.059, -1.809], [2.173, 1.077, 0.362], [0.822, -2.245, 0.331], [-1.663, -0.352, 0.078]]
}

Stability summary: most stable i, least stable ii.

i:
{
  "formula": "C2H12N2O3",
  "method": "wB97M-V/def2-TZVPD",
  "species": ["C", "N", "C", "N", "H", "H", "H", "H", "H", "H", "O", "H", "H", "O", "H", "H", "O", "H", "H"],
  "coordinates": [[-1.680, 0.147, -0.358], [-1.418, 1.519, -0.645], [-0.421, 1.998, -0.020], [0.700, 1.475, 0.698], [-2.769, -0.086, -0.366], [-1.188, -0.491, -1.160], [-1.229, -0.241, 0.578], [-0.227, 3.007, -0.177], [0.493, 0.711, 1.362], [1.091, 2.368, 1.235], [-1.539, -2.836, 0.105], [-1.020, -3.472, -0.375], [-0.804, -2.225, 0.339], [2.331, 0.202, -1.678], [1.615, 0.663, -2.279], [2.230, 0.728, -0.907], [1.040, -1.407, 1.035], [1.742, -0.910, 0.661], [1.053, -1.147, 1.951]],
  "smiles": "C/N=C\\N.O.O.O"
}

ii:
{
  "formula": "C2H12N2O3",
  "method": "wB97M-V/def2-TZVPD",
  "species": ["H", "N", "C", "N", "C", "H", "H", "H", "H", "H", "O", "H", "H", "O", "H", "H", "O", "H", "H"],
  "coordinates": [[2.449, -0.169, 2.363], [1.587, 0.146, 1.953], [1.681, 1.177, 1.207], [0.646, 1.674, 0.509], [0.750, 2.673, -0.567], [2.506, 1.897, 1.305], [-0.111, 1.001, 0.518], [-0.234, 2.713, -1.012], [1.555, 2.334, -1.214], [1.041, 3.639, -0.155], [-2.198, -4.190, -0.956], [-3.112, -3.958, -1.102], [-1.770, -3.403, -0.586], [-0.697, -0.633, -2.170], [-0.789, -1.098, -1.338], [-1.568, -0.576, -2.537], [-0.523, -1.042, 0.846], [0.105, -0.921, 1.604], [-1.318, -1.264, 1.332]],
  "smiles": "[H]/N=C/NC.O.O.O"
}

Stability summary: most stable ii, least stable i.

i:
{
  "formula": "C2H12N2O3",
  "method": "wB97M-V/def2-TZVPD",
  "species": ["H", "N", "C", "N", "C", "H", "H", "H", "H", "H", "O", "H", "H", "O", "H", "H", "O", "H", "H"],
  "coordinates": [[0.508, 0.010, -2.994], [-0.009, 0.197, -2.141], [-0.776, 1.173, -2.403], [-1.396, 1.826, -1.387], [-2.637, 2.557, -1.606], [-1.029, 1.374, -3.422], [-1.283, 1.333, -0.518], [-2.528, 3.192, -2.481], [-2.850, 3.186, -0.749], [-3.446, 1.876, -1.881], [4.695, -0.334, 5.226], [4.058, -0.771, 4.656], [4.940, 0.468, 4.766], [-2.501, -5.340, -2.896], [-2.033, -5.457, -3.717], [-3.049, -6.132, -2.851], [1.995, 0.843, 3.828], [2.310, 1.656, 4.247], [1.354, 1.200, 3.202]],
  "smiles": "[H]/N=C/NC.O.O.O"
}

ii:
{
  "formula": "C2H12N2O3",
  "method": "wB97M-V/def2-TZVPD",
  "species": ["H", "N", "C", "N", "C", "H", "H", "H", "H", "H", "O", "H", "H", "O", "H", "H", "O", "H", "H"],
  "coordinates": [[0.595, -1.607, -3.120], [0.501, -1.258, -2.108], [-0.310, -1.942, -1.418], [-0.594, -1.959, -0.037], [-1.521, -0.793, 0.319], [-0.846, -2.849, -2.015], [0.256, -1.979, 0.471], [-1.787, -0.215, -0.488], [-2.364, -1.023, 0.847], [-0.898, -0.084, 1.030], [3.014, 0.538, -0.162], [2.913, -0.317, -0.101], [3.567, 0.991, -0.862], [-0.792, 1.465, 2.546], [-0.809, 2.363, 2.631], [0.098, 1.145, 2.537], [-0.108, 2.848, -0.113], [-0.944, 2.592, -0.455], [0.029, 2.083, 0.498]],
  "smiles": "[H]/N=C/NC.O.O.O"
}

Stability summary: most stable i, least stable ii.